Formula: C42H45F3N6O8PSSc
Source: OMol25
Level of theory: the ωB97M-V functional and the def2-TZVPD basis

Summary:
- Net charge: -2
- Energy: -4358.20951 a.u.
- Gap between HOMO and LUMO: 6.9 eV
- Energy relative to the best compared isomer or geometry (same formula, charge and spin): 0.0 kcal per mole

Last column: Löwdin charge in e.
Element x y z (Å)
Sc 0.71281 -0.00280 -0.17295  0.961
C -3.08195 -2.18689 4.19686  -0.062
N -3.43233 -2.35852 2.80584  -0.131
C -3.57552 -3.56248 2.13981  -0.057
C -3.81617 -3.29008 0.85556  -0.059
N -3.79586 -1.90048 0.70596  0.027
C -3.59180 -1.30361 1.95240  -0.746
S -3.68602 0.28074 2.45093  0.606
C -3.73695 -1.27920 -0.56944  -0.288
C -4.29114 -1.91623 -1.67621  -0.022
C -4.10978 -1.32840 -2.91628  -0.078
C -3.42589 -0.12653 -3.01279  -0.066
C -2.96928 0.45050 -1.83670  -0.110
N -3.11459 -0.12642 -0.64848  0.156
H -3.03140 -3.16801 4.66434  0.085
H -3.82650 -1.56163 4.68820  0.064
H -2.11524 -1.69443 4.28125  0.088
H -3.46960 -4.51190 2.63691  0.119
H -3.91295 -3.95550 0.01685  0.108
H -4.84307 -2.84142 -1.57871  0.100
H -4.50138 -1.80989 -3.80403  0.100
H -3.24283 0.34473 -3.96967  0.100
H -2.43732 1.39579 -1.83810  0.099
C 2.43926 2.88105 -1.21840  -0.104
O 2.59765 1.60510 -0.59876  -0.191
H 3.35711 3.46904 -1.11791  0.074
H 1.59118 3.42953 -0.81399  0.064
H 2.25193 2.69903 -2.27562  0.077
H 2.81038 1.74215 0.34065  0.043
C 0.43988 -4.97552 2.92511  -0.107
C 0.78348 -3.61820 3.11227  -0.080
C 0.50084 -2.70059 2.13946  -0.033
C -0.10605 -3.06642 0.90660  -0.185
C -0.35085 -2.07878 -0.11454  -0.118
C -0.87836 -2.57661 -1.28862  -0.158
C -1.17728 -3.94284 -1.50395  -0.111
C -0.95113 -4.86625 -0.52382  -0.081
C -0.40893 -4.44600 0.71533  -0.196
C -0.14409 -5.37383 1.75459  -0.073
H 0.65990 -5.69866 3.70234  0.086
H 1.29932 -3.30073 4.01154  0.101
H 0.77816 -1.66929 2.29628  0.072
H -1.06996 -1.89564 -2.11479  0.057
H -1.57691 -4.25525 -2.46533  0.089
H -1.16738 -5.91977 -0.67978  0.095
H -0.40016 -6.41838 1.59490  0.095
C 0.65973 3.63609 5.09829  -0.041
C 0.61688 2.87506 3.78049  -0.615
C 1.07298 3.78235 2.63760  -0.021
C -0.79024 2.35713 3.50685  -0.045
O 1.50644 1.75333 3.98483  -0.148
P 2.13993 0.80835 2.85538  0.310
O 2.75453 -0.33900 3.53539  -0.241
O 1.12418 0.62249 1.75268  -0.330
O 3.24354 1.76347 2.12566  -0.203
C 4.64312 1.83350 2.49284  -0.613
C 4.81205 2.02703 4.00046  -0.034
C 5.35100 0.56475 2.02482  -0.018
C 5.17667 3.04870 1.74944  -0.030
H -0.02252 4.48855 5.06439  0.082
H 1.67452 3.99603 5.29118  0.078
H 0.36963 2.97391 5.91728  0.083
H 0.41222 4.64834 2.56930  0.093
H 1.03182 3.25130 1.68502  0.067
H 2.09771 4.12295 2.80454  0.078
H -1.48188 3.19351 3.37503  0.092
H -1.13900 1.73547 4.33560  0.083
H -0.80246 1.75126 2.59975  0.052
H 4.40113 1.16605 4.52982  0.078
H 4.27937 2.92427 4.32979  0.080
H 5.87235 2.13046 4.24005  0.082
H 4.89926 -0.30724 2.50190  0.072
H 6.41272 0.60484 2.28155  0.088
H 5.25319 0.45240 0.94120  0.087
H 4.63700 3.94941 2.05476  0.082
H 5.05301 2.91670 0.67135  0.077
H 6.23898 3.18013 1.96698  0.084
F -1.47192 1.27074 -9.64962  0.115
C -1.21228 0.04345 -9.14451  -0.574
F -2.31000 -0.71424 -9.36792  0.116
F -0.23333 -0.48145 -9.92426  0.119
C -0.83865 0.08835 -7.70473  -0.154
C -1.07907 -1.01291 -6.89005  -0.020
C -0.71175 -0.98230 -5.55758  -0.021
C -0.09106 0.14721 -5.00298  -0.247
C 0.13870 1.24755 -5.84050  -0.018
C -0.22601 1.21673 -7.17448  -0.023
C 0.28613 0.16204 -3.62804  -0.132
C 0.61176 0.17176 -2.45056  -0.028
H -1.55246 -1.89417 -7.30535  0.116
H -0.90141 -1.83467 -4.91676  0.116
H 0.60012 2.13143 -5.42080  0.116
H -0.03707 2.07281 -7.81056  0.114
O -0.77144 3.93228 -0.49544  -0.041
C -1.14657 2.81639 -0.13783  -0.541
O -0.49956 1.71647 -0.16826  -0.193
H -2.16843 2.72078 0.27116  0.119
N 3.68366 -0.87537 -2.05717  0.188
C 3.55281 -1.40539 -0.81349  -0.484
O 2.50350 -1.17382 -0.15542  -0.087
C 4.60389 -2.23283 -0.33461  -0.214
C 4.60460 -2.83758 0.95146  -0.242
N 4.68948 -3.35721 1.98058  0.123
C 5.74080 -2.46447 -1.14700  -0.276
N 6.65545 -2.65344 -1.83310  0.088
H 3.00990 -0.17068 -2.31062  0.059
H 4.57888 -0.88732 -2.51204  0.087

Formula: C42H45N3O2
Source: OMol25
Level of theory: the ωB97M-V functional and the def2-TZVPD basis

Summary:
- Energy: -1942.12236 a.u.
- Gap between HOMO and LUMO: 3.0 eV

Last column: Löwdin charge in e.
Element x y z (Å)
C -4.65437 -3.46024 1.78169  -0.155
C -4.60586 -4.64657 0.81607  -0.142
N -3.71636 -4.38028 -0.28517  -0.064
C -3.21605 -5.39481 -1.18972  -0.110
C -2.34860 -4.59769 -2.20092  -0.077
C -2.50567 -3.17164 -1.79144  -0.133
C -2.00022 -1.98546 -2.26946  0.070
C -2.33685 -0.74596 -1.61266  -0.177
C -1.68846 0.42606 -2.06162  0.072
C -1.77708 1.72619 -1.50867  -0.180
C -1.53758 2.86339 -2.36265  0.059
C -1.76175 4.13275 -1.88505  -0.136
C -2.17902 4.28621 -0.54729  -0.117
N -2.34174 5.58744 -0.22634  -0.067
C -2.62241 6.03405 1.11339  -0.144
C -3.32720 4.93733 1.91369  -0.157
C -2.67101 3.55288 1.77415  -0.125
C -2.31811 3.22288 0.36023  -0.125
C -2.06218 1.95075 -0.12608  0.048
C -1.92554 6.46524 -1.30196  -0.113
C -1.62604 5.49726 -2.47686  -0.082
C -3.32668 -0.76571 -0.57510  0.051
C -3.80357 -1.95736 -0.05359  -0.132
C -3.35974 -3.13868 -0.67117  -0.119
C -4.76437 -2.09460 1.08348  -0.132
H -5.49958 -3.59793 2.46025  0.115
H -3.73934 -3.46784 2.38565  0.124
H -4.25465 -5.55363 1.33047  0.130
H -5.62036 -4.85959 0.43356  0.131
H -2.62964 -6.15226 -0.65076  0.127
H -4.04505 -5.91452 -1.69380  0.125
H -1.30322 -4.92567 -2.14937  0.128
H -2.69977 -4.77420 -3.22434  0.123
H -1.32123 -1.97259 -3.12277  0.135
H -1.19056 0.35012 -3.03107  0.112
H -1.22670 2.70500 -3.39688  0.125
H -1.68128 6.31787 1.61940  0.135
H -3.24572 6.93769 1.04896  0.128
H -3.34566 5.22995 2.96596  0.115
H -4.36614 4.86618 1.57069  0.118
H -1.76107 3.51034 2.39352  0.134
H -3.35477 2.78805 2.16286  0.121
H -2.06895 1.10747 0.56445  0.130
H -2.71161 7.19111 -1.54738  0.123
H -1.02651 7.03462 -1.01544  0.128
H -0.62297 5.67678 -2.87960  0.124
H -2.34297 5.66392 -3.29053  0.121
H -3.71579 0.17059 -0.17806  0.118
H -5.79447 -1.95704 0.71938  0.127
H -4.57664 -1.29815 1.81328  0.122
C 2.88696 2.67430 3.92481  -0.045
C 3.20072 1.19222 3.92908  -0.594
C 4.52438 0.96247 3.22557  -0.040
C 3.22544 0.63536 5.34522  -0.038
O 2.07542 0.46125 3.28380  -0.047
C 1.90706 0.55924 1.91301  -0.501
C 2.50191 -0.59709 1.19556  -0.137
N 2.37790 -0.67011 -0.08176  0.076
C 2.94750 -1.43943 -0.99203  -0.250
C 2.60396 -1.14780 -2.37570  -0.172
C 2.98909 -1.96786 -3.45677  -0.056
C 2.63265 -1.61191 -4.75642  -0.112
C 1.89520 -0.44483 -4.99094  -0.135
C 1.49241 0.36318 -3.91647  -0.126
C 1.82575 -0.00282 -2.61416  -0.049
C 3.93184 -2.46200 -0.61166  -0.178
C 5.17407 -2.52437 -1.27397  -0.049
C 6.16809 -3.38709 -0.81317  -0.099
C 5.91012 -4.24292 0.26449  -0.117
C 4.65612 -4.22504 0.88713  -0.099
C 3.68502 -3.30559 0.48555  -0.054
O 1.30163 1.46050 1.36700  0.039
H 1.94103 2.86348 4.44802  0.088
H 3.68482 3.22390 4.44244  0.086
H 2.81140 3.04877 2.89593  0.084
H 4.78764 -0.10267 3.19606  0.089
H 4.51310 1.37352 2.20701  0.095
H 5.31528 1.48517 3.78190  0.089
H 3.47065 -0.43485 5.33237  0.089
H 3.97474 1.14974 5.95698  0.085
H 2.24275 0.76379 5.81841  0.086
H 3.08131 -1.29539 1.82042  0.091
H 3.56152 -2.87588 -3.26523  0.102
H 2.93730 -2.24782 -5.59024  0.094
H 1.63202 -0.16167 -6.01114  0.084
H 0.91845 1.27600 -4.08249  0.081
H 1.50328 0.58773 -1.75531  0.102
H 5.35387 -1.86402 -2.12748  0.114
H 7.14328 -3.38952 -1.30444  0.096
H 6.68889 -4.91854 0.62165  0.090
H 4.42843 -4.91831 1.69893  0.095
H 2.71811 -3.26278 0.99269  0.110

Formula: C42H46BBr4GeHfO7P
Source: OMol25
Level of theory: the ωB97M-V functional and the def2-TZVPD basis

Summary:
- Multiplicity: 2
- Net charge: +1
- Energy: -14942.05013 a.u.
- Gap between HOMO and LUMO (spin up / spin down): 7.0 / 7.7 eV
- Energy relative to the best compared isomer or geometry (same formula, charge and spin): 0.0 kcal per mole

Last column: Mulliken spin population.
Element x y z (Å)
Hf -0.76820 0.47168 0.15694  0.576
C -3.20281 -2.83324 2.42972  0.001
C -2.23055 -2.54195 1.29488  -0.001
C -0.91813 -3.26564 1.51464  0.014
C -2.85417 -2.91473 -0.04267  0.049
O -1.91747 -1.11632 1.28492  0.113
Ge -3.11622 0.22311 1.92296  0.002
O -2.85692 0.82319 0.03026  -0.020
C -3.87520 1.46444 -0.80442  0.006
C -4.74684 2.34113 0.08303  0.002
C -3.19108 2.30432 -1.86748  -0.001
C -4.68864 0.34126 -1.43128  -0.008
O -1.41238 1.15545 2.09987  -0.064
C -1.10164 2.14366 3.12012  -0.017
C -0.25426 3.21342 2.44658  0.009
C -2.39430 2.76107 3.63572  0.000
C -0.38069 1.40867 4.23884  -0.002
H -3.38523 -3.90632 2.48315  0.001
H -4.16865 -2.34743 2.27155  0.000
H -2.79515 -2.51247 3.39137  0.000
H -1.07626 -4.34458 1.54712  -0.001
H -0.46489 -2.95066 2.45481  0.001
H -0.22675 -3.05013 0.69701  -0.002
H -3.20810 -3.94630 -0.01630  -0.001
H -2.12345 -2.83214 -0.84475  -0.013
H -3.70382 -2.26690 -0.26714  -0.002
H -4.14430 3.10059 0.58630  0.000
H -5.28232 1.75257 0.83079  0.000
H -5.49133 2.85336 -0.52608  -0.001
H -2.56789 3.07639 -1.41926  -0.001
H -3.95034 2.78658 -2.48442  -0.001
H -2.57441 1.68130 -2.51858  0.005
H -5.14829 -0.27574 -0.65535  0.000
H -4.04881 -0.28984 -2.04820  0.002
H -5.48565 0.75037 -2.05337  -0.001
H -0.84704 3.76019 1.71139  0.004
H 0.58612 2.76078 1.91930  -0.005
H 0.13293 3.92226 3.17929  -0.001
H -2.97628 3.18894 2.81662  0.000
H -2.15749 3.56518 4.33289  0.000
H -3.00712 2.03189 4.16873  0.000
H 0.49174 0.88308 3.85703  0.001
H -1.05072 0.67572 4.69268  0.000
H -0.05872 2.10316 5.01593  0.000
Br 1.54668 4.90242 -4.85876  0.000
C 1.24450 3.32927 -3.87840  0.001
C 1.74086 2.10748 -4.33912  0.001
Br 2.71786 2.00549 -5.93996  0.001
C 1.52591 0.94821 -3.59046  0.025
Br 2.15031 -0.73759 -4.13155  -0.002
C 0.84988 1.04723 -2.39718  0.102
O 0.59012 -0.04653 -1.55580  -0.082
C 0.34044 2.24912 -1.92611  0.028
O -0.31014 2.21832 -0.75817  0.002
C 0.53604 3.39769 -2.67807  -0.004
Br -0.11440 5.00766 -1.96434  0.001
O -1.47230 -0.58175 -2.75043  0.130
B -0.42274 -1.03137 -1.92205  0.213
O -0.09875 -2.36644 -2.17668  -0.121
C -1.02202 -2.76705 -3.11971  -0.001
C -1.17265 -4.01277 -3.68149  0.006
C -2.19326 -4.15431 -4.62069  0.005
C -3.01643 -3.08775 -4.96454  0.005
C -2.85784 -1.83060 -4.38333  -0.011
C -1.84613 -1.70539 -3.46115  0.013
H -0.52724 -4.83576 -3.40681  0.000
H -2.34518 -5.11519 -5.09288  0.001
H -3.79449 -3.23382 -5.70120  0.001
H -3.48700 -0.99197 -4.64900  0.000
C 5.11778 1.46985 4.38785  0.000
C 5.32296 0.27066 3.71754  0.000
C 4.41503 -0.15891 2.76520  0.000
C 3.27555 0.59720 2.48293  0.013
C 3.09404 1.80967 3.13979  0.001
C 4.00813 2.24281 4.09079  0.000
P 2.18800 0.12770 1.08636  0.032
C 2.35380 -1.68745 1.00905  -0.004
C 2.40243 -2.37448 -0.20275  -0.009
C 2.46325 -3.76117 -0.22122  0.000
C 2.47713 -4.47675 0.96533  0.000
C 2.41528 -3.80116 2.17730  0.001
C 2.34752 -2.41855 2.20038  0.023
C 3.14474 0.82965 -0.29812  -0.010
C 4.10028 0.13393 -1.03138  0.000
C 4.76841 0.76248 -2.07313  0.000
C 4.50024 2.08903 -2.37924  0.000
C 3.56680 2.79662 -1.63367  0.000
C 2.88951 2.16714 -0.60174  -0.003
H 5.83030 1.80482 5.12992  0.000
H 6.19883 -0.32775 3.93074  0.000
H 4.59791 -1.08587 2.23718  0.001
H 2.24815 2.43497 2.90304  0.003
H 3.85269 3.18848 4.59363  0.000
H 2.40767 -1.83737 -1.14098  -0.001
H 2.50214 -4.27636 -1.17202  0.000
H 2.53616 -5.55720 0.94831  0.000
H 2.42081 -4.35243 3.10871  0.000
H 2.30191 -1.90515 3.15299  0.000
H 4.32363 -0.90030 -0.80278  0.000
H 5.49855 0.21019 -2.65026  0.000
H 5.01770 2.57112 -3.19839  0.000
H 3.35479 3.83323 -1.86426  0.000
H 2.13758 2.71732 -0.04439  -0.002

Formula: C42H46N8O
Source: OMol25
Level of theory: the ωB97M-V functional and the def2-TZVPD basis

Summary:
- Structure (SMILES): C=C[C@](C#N)([C@@H](C)CC)[C@@H](C#N)CC=O.c1ccncc1.c1ccncc1.c1ccncc1.c1ccncc1.c1ccncc1.c1ccncc1
- Energy: -2141.17738 a.u.
- Gap between HOMO and LUMO: 10.1 eV

Last column: Löwdin charge in e.
Element x y z (Å)
C -7.93959 6.23356 3.01026  0.043
C -7.76764 6.27049 1.69828  -0.110
C -7.96834 5.12065 0.73004  -0.325
C -8.11435 5.76183 -0.58925  -0.208
N -8.31255 6.29973 -1.60285  0.211
C -9.27839 4.31609 0.94385  -0.296
C -9.09871 3.19507 1.98799  -0.038
C -10.51057 5.15868 1.29717  -0.215
C -11.18901 5.85519 0.11562  -0.091
C -6.72678 4.11600 0.62316  -0.196
C -5.99401 4.33257 -0.63173  -0.214
N -5.43843 4.42688 -1.65199  0.198
C -5.67692 4.27515 1.74058  -0.106
C -4.64466 5.35775 1.47964  -0.240
O -4.65563 6.38693 2.11333  0.058
H -8.25780 7.14082 3.49242  0.074
H -7.76667 5.37899 3.64026  0.065
H -7.49163 7.21687 1.26769  0.123
H -9.48817 3.82898 -0.00226  0.142
H -10.01894 2.95011 2.49403  0.077
H -8.80437 2.28824 1.46973  0.078
H -8.32453 3.40998 2.71440  0.068
H -10.32927 5.90056 2.06266  0.099
H -11.23931 4.47233 1.71461  0.101
H -12.08737 6.33938 0.47477  0.070
H -11.38998 5.19830 -0.72036  0.078
H -10.54948 6.65292 -0.24187  0.053
H -7.04947 3.08586 0.57511  0.134
H -5.10635 3.34569 1.74858  0.127
H -6.09425 4.36963 2.72770  0.101
H -3.89414 5.21309 0.69258  0.125
N -1.82264 2.80651 3.04636  0.047
C -1.09490 1.93797 2.34387  -0.155
C 0.17180 2.21092 1.85146  -0.066
C 0.71314 3.46174 2.10178  -0.078
C -0.02730 4.38058 2.82787  -0.075
C -1.28246 4.00271 3.27650  -0.167
H -1.55817 0.97445 2.17304  0.080
H 0.71446 1.46280 1.29006  0.082
H 1.69913 3.71706 1.73501  0.105
H 0.35821 5.36773 3.04258  0.101
H -1.89711 4.68726 3.85134  0.101
N 0.12001 -0.93839 0.25314  0.060
C 0.97033 -1.90192 -0.10250  -0.150
C 0.57828 -3.17989 -0.46874  -0.075
C -0.77351 -3.47872 -0.46259  -0.075
C -1.67372 -2.49220 -0.09519  -0.070
C -1.17714 -1.24565 0.25024  -0.156
H 2.01961 -1.62885 -0.09074  0.092
H 1.31645 -3.91821 -0.74982  0.086
H -1.12081 -4.46538 -0.74131  0.106
H -2.73781 -2.68328 -0.07758  0.101
H -1.84836 -0.44506 0.53854  0.087
N 4.19672 -3.53258 -0.63281  0.057
C 4.84656 -2.77587 -1.51381  -0.184
C 5.81344 -3.26058 -2.38185  -0.092
C 6.12725 -4.60834 -2.32776  -0.061
C 5.46429 -5.41284 -1.41618  -0.074
C 4.51117 -4.82838 -0.59785  -0.152
H 4.56968 -1.72611 -1.51745  0.104
H 6.30667 -2.59876 -3.08122  0.106
H 6.87740 -5.02652 -2.98605  0.110
H 5.68113 -6.46662 -1.34134  0.086
H 3.96419 -5.42150 0.12763  0.104
N 2.06183 -3.69217 -5.14168  0.056
C 2.20076 -2.83899 -4.12865  -0.158
C 2.18746 -1.46022 -4.27394  -0.072
C 2.02418 -0.93593 -5.54512  -0.082
C 1.87994 -1.80711 -6.61231  -0.076
C 1.90436 -3.16961 -6.35635  -0.159
H 2.32930 -3.29318 -3.15174  0.086
H 2.30143 -0.81623 -3.41225  0.098
H 2.00871 0.13505 -5.70188  0.105
H 1.75035 -1.44002 -7.62103  0.100
H 1.79165 -3.88717 -7.16166  0.101
N 9.61626 0.71116 -0.60393  0.051
C 8.89055 -0.24047 -1.18754  -0.153
C 7.96008 -1.02079 -0.51815  -0.067
C 7.77461 -0.80284 0.83679  -0.076
C 8.52142 0.18157 1.46237  -0.076
C 9.42322 0.90725 0.69860  -0.159
H 9.07039 -0.37882 -2.24832  0.102
H 7.39684 -1.77801 -1.04288  0.067
H 7.05806 -1.39166 1.39594  0.106
H 8.40835 0.38416 2.51848  0.100
H 10.02616 1.68938 1.14664  0.101
N 7.72323 -7.19759 0.09422  0.049
C 8.02882 -8.45733 -0.21343  -0.153
C 8.01610 -9.49887 0.70140  -0.073
C 7.66943 -9.21668 2.01212  -0.080
C 7.35003 -7.91251 2.35199  -0.071
C 7.39112 -6.94609 1.35912  -0.155
H 8.29689 -8.63286 -1.24968  0.104
H 8.27139 -10.50327 0.39340  0.101
H 7.64830 -10.00118 2.75753  0.106
H 7.07466 -7.64886 3.36368  0.102
H 7.14549 -5.91247 1.57950  0.104